Run 1
Here is C2H4N2O in the gas phase from OMol25. Energies are from ωB97M-V/def2-TZVPD.

Structure (XYZ):
```
9
C2H4N2O, DFT ωB97M-V/def2-TZVPD
H -2.486 -0.569 0.085
N -1.456 -0.828 0.019
C -0.893 0.341 0.047
N 0.487 0.522 -0.089
C 1.430 -0.458 -0.078
O 2.633 -0.267 0.114
H -1.395 1.268 0.268
H 0.771 1.480 -0.165
H 0.909 -1.488 -0.200
```

- HOMO-LUMO gap (eV) = 10.765
- 2S+1 = 1
- SMILES = [H]/N=C/NC=O

=====

Run 2
Here is a molecular structure, C2H4N2O from OMol25. Energies are from ωB97M-V/def2-TZVPD.

Structure (XYZ):
```
9
C2H4N2O, DFT ωB97M-V/def2-TZVPD
C 0.608 0.199 -0.180
N 0.719 -1.146 -0.228
C -1.000 0.100 -0.200
N 1.339 1.106 0.313
O -1.648 0.681 0.671
H 1.089 -1.543 0.636
H -0.628 -1.353 -0.235
H 0.776 1.944 0.488
H -1.255 0.010 -1.266
```

- HOMO-LUMO gap (eV) = 8.240
- 2S+1 = 1

=====

It is run 1 that is the most stable of them.

=====

Run 1
Here is a molecular structure, C2H4N2O from OMol25. Energies are from ωB97M-V/def2-TZVPD.

Structure (XYZ):
```
9
C2H4N2O, DFT ωB97M-V/def2-TZVPD
C 0.285 -2.043 -0.124
C 1.897 0.495 1.557
N -0.849 -1.930 -0.009
N 1.882 1.110 2.566
O 1.912 -0.019 0.530
H 1.235 -1.863 -0.578
H -1.722 -1.853 -2.819
H -1.587 -2.371 -2.204
H 1.637 1.377 3.528
```

- HOMO-LUMO gap (eV) = 12.147
- 2S+1 = 1

=====

Run 2
Here is C2H4N2O in the gas phase from OMol25. Energies are from ωB97M-V/def2-TZVPD.

Structure (XYZ):
```
9
C2H4N2O, DFT ωB97M-V/def2-TZVPD
C -1.108 -0.482 0.072
N 0.312 -0.147 -0.055
C 1.018 0.925 -0.303
N 2.232 0.352 0.180
O 1.449 -0.818 0.417
H -1.195 -1.507 0.352
H -1.472 0.076 0.882
H -1.759 -0.313 -0.931
H 0.522 1.914 -0.614
```

- HOMO-LUMO gap (eV) = 9.640
- 2S+1 = 1
- SMILES = Cn1cno1

=====

Run 3
Here is C2H4N2O in the gas phase from OMol25. Energies are from ωB97M-V/def2-TZVPD.

Structure (XYZ):
```
9
C2H4N2O, DFT ωB97M-V/def2-TZVPD
N 2.445 0.461 -0.009
C 1.325 0.223 -0.194
C -0.076 -0.192 -0.452
N -1.101 0.680 0.051
O -0.337 -1.454 0.115
H -0.173 -0.420 -1.541
H -0.932 1.645 -0.108
H -1.132 0.410 1.113
H -0.019 -1.354 1.024
```

- HOMO-LUMO gap (eV) = 11.203
- 2S+1 = 1
- SMILES = N#C[C@H](N)O

=====

Run 4
Here is 2 unconnected molecules or ions with the total composition C2H4N2O from OMol25. Energies are from ωB97M-V/def2-TZVPD.

Structure (XYZ):
```
9
C2H4N2O, DFT ωB97M-V/def2-TZVPD
C -1.987 0.623 0.982
C 1.004 -0.301 -0.790
N 2.268 0.947 0.857
N 1.781 0.251 -0.026
O -1.292 1.111 0.139
H -2.794 -0.212 0.835
H 1.103 -0.643 -1.717
H -1.805 0.948 2.101
H 2.635 0.599 1.742
```

- HOMO-LUMO gap (eV) = 9.610
- 2S+1 = 1

=====

It is run 3 that is the most stable of them.

=====

Run 1
Here is C2H4N2O in the gas phase from OMol25. Energies are from ωB97M-V/def2-TZVPD.

Structure (XYZ):
```
9
C2H4N2O, DFT ωB97M-V/def2-TZVPD
C 0.049 0.230 0.202
C -0.079 -0.422 1.470
N 0.117 -0.282 -1.027
N -0.127 -1.463 -1.446
O -0.246 0.374 2.476
H 0.242 1.316 0.209
H 0.373 0.447 -1.714
H -0.002 -1.543 -2.453
H -0.327 1.343 2.282
```

- HOMO-LUMO gap (alpha / beta) (eV) = 7.622 / 7.619
- 2S+1 = 1

=====

Run 2
Here is 2 unconnected molecules or ions with the total composition C2H4N2O from OMol25. Energies are from ωB97M-V/def2-TZVPD.

Structure (XYZ):
```
9
C2H4N2O, DFT ωB97M-V/def2-TZVPD
N 1.849 -0.960 -0.223
C 2.606 -0.062 -0.033
O 3.479 0.688 0.085
H 0.870 -1.091 -0.078
C -1.788 0.649 -0.100
N -1.180 -0.321 0.401
H -2.855 0.686 -0.336
H -1.229 1.548 -0.331
H -1.752 -1.138 0.616
```

- HOMO-LUMO gap (eV) = 11.448
- 2S+1 = 1
- SMILES = N=C=O.C=N

=====

It is run 2 that is the most stable of them.

=====

Run 1
Here is C2H4N2O in the gas phase from OMol25. Energies are from ωB97M-V/def2-TZVPD.

Structure (XYZ):
```
9
C2H4N2O, DFT ωB97M-V/def2-TZVPD
C 0.519 0.983 -0.375
O 0.114 -0.299 -0.812
C -0.661 -0.885 0.106
N -0.022 -2.079 0.499
N 0.024 -1.158 1.334
H 0.567 1.129 0.615
H -0.122 1.776 -0.689
H 1.440 1.324 -0.731
H -1.860 -0.791 0.054
```

- HOMO-LUMO gap (eV) = 10.865
- 2S+1 = 1
- SMILES = COC1N=N1

=====

Run 2
Here is C2H4N2O in the gas phase from OMol25. Energies are from ωB97M-V/def2-TZVPD.

Structure (XYZ):
```
9
C2H4N2O, DFT ωB97M-V/def2-TZVPD
H -0.634 0.934 2.338
N -0.565 0.871 1.298
C 0.061 -0.199 0.925
N 0.408 -0.501 -0.375
C -0.007 0.252 -1.465
O 0.023 -0.118 -2.619
H 0.374 -1.016 1.558
H 0.745 -1.461 -0.570
H -0.406 1.237 -1.091
```

- HOMO-LUMO gap (eV) = 10.709
- 2S+1 = 1
- SMILES = [H]/N=C/NC=O

=====

Run 3
Here is 4 unconnected molecules or ions with the total composition C2H4N2O from OMol25. Energies are from ωB97M-V/def2-TZVPD.

Structure (XYZ):
```
9
C2H4N2O, DFT ωB97M-V/def2-TZVPD
C -2.547 -0.640 0.684
C -0.126 0.298 -0.472
N -2.430 -1.678 0.179
N 0.598 0.180 0.451
O -0.836 0.693 -1.270
H -2.817 0.302 1.084
H 3.698 0.569 -1.159
H 3.515 0.915 -0.374
H 0.945 -0.638 0.877
```

- HOMO-LUMO gap (eV) = 12.086
- 2S+1 = 1

=====

It is run 2 that is the most stable of them.

=====

Run 1
Here is 2 unconnected molecules or ions with the total composition C2H4N2O from OMol25. Energies are from ωB97M-V/def2-TZVPD.

Structure (XYZ):
```
9
C2H4N2O, DFT ωB97M-V/def2-TZVPD
C -1.172 1.912 -0.957
C 0.907 -1.199 0.497
N -0.781 0.324 1.431
N 0.090 -0.066 0.742
O -0.595 0.950 -1.356
H -1.551 2.544 -1.656
H 1.377 -1.298 1.370
H 1.403 -1.038 -0.368
H 0.321 -2.129 0.297
```

- HOMO-LUMO gap (alpha / beta) (eV) = 7.039 / 9.149
- 2S+1 = 1

=====

Run 2
Here is 2 unconnected molecules or ions with the total composition C2H4N2O from OMol25. Energies are from ωB97M-V/def2-TZVPD.

Structure (XYZ):
```
9
C2H4N2O, DFT ωB97M-V/def2-TZVPD
C -0.622 0.430 -0.607
C -0.661 -0.519 0.586
N 2.042 -0.341 0.146
N 0.051 -0.811 -0.635
O 2.184 0.784 0.112
H -1.422 0.623 -1.302
H 0.069 1.448 -0.549
H -0.154 -0.468 1.444
H -1.486 -1.145 0.805
```

- HOMO-LUMO gap (alpha / beta) (eV) = 9.028 / 8.074
- 2S+1 = 1

=====

It is run 1 that is the most stable of them.